No. 1
ORCA calculation (wB97M-V/def2-TZVPD) on a cluster of 2 separate species, C5H11NO in total.

spin multiplicity = 1
Kohn-Sham gap = 0.328 Ha
SMILES = C=CC/C=C/N.O

Atoms and positions in Å:
1 H 3.2905 2.5395 2.1402
2 H 2.0449 1.6887 2.1783
3 H 0.5503 0.3849 -1.4510
4 H 2.9735 -0.5158 1.0314
5 C -3.1582 -1.3614 -1.4424
6 N 2.3890 -0.0974 0.3310
7 H -1.8864 0.8177 -0.0880
8 H -1.4947 -0.8167 0.5150
9 H 2.7733 0.7034 -0.1334
10 H 0.6817 -0.6132 1.4138
11 C -1.3300 -0.1032 -0.2931
12 C -2.0080 -0.6957 -1.5099
13 O 2.8742 1.8396 2.6545
14 C 1.0155 -0.2084 0.4594
15 H -3.7224 -1.4820 -2.3593
16 H -3.5923 -1.6950 -0.5072
17 C 0.1368 0.2019 -0.4623
18 H -1.5376 -0.5871 -2.4769

***

No. 2
ORCA calculation (wB97M-V/def2-TZVPD) on a cluster of 3 separate species, CH9NO3 in total.

spin multiplicity = 1
Kohn-Sham gap = 0.361 Ha
SMILES = NCO.O.O

Atoms and positions in Å:
1 O 2.1701 0.9368 -1.8954
2 N -0.8075 -1.0697 1.4177
3 H 1.7123 1.4569 -2.5487
4 H 1.1124 -0.4372 0.7516
5 O 0.4954 -2.2955 -0.0636
6 H -2.9259 3.1679 -0.0481
7 C 0.5585 -1.3349 1.0060
8 H 2.9825 0.8250 -2.3789
9 H -1.4477 -0.9566 0.6416
10 H -1.7363 2.2406 0.2971
11 H 1.0189 -1.9743 1.7615
12 H -1.3062 -1.6326 2.0879
13 H 0.1428 -1.9881 -0.8926
14 O -1.9692 3.0615 -0.1362

***

No. 3
ORCA calculation (wB97M-V/def2-TZVPD) on a structure of composition C3H9N4.

spin multiplicity = 1
charge = +1
Kohn-Sham gap (spin up / spin down) = 0.305 / 0.305 Ha

Atoms and positions in Å:
1 C 1.0331 0.2740 0.1262
2 C -1.1761 -0.2476 -0.7759
3 N 2.2712 0.7762 -0.0787
4 H -2.3994 -0.7896 0.9540
5 H -2.8622 0.5556 0.0605
6 C -2.0307 0.0962 0.4642
7 H 1.9401 -1.9292 0.7170
8 N 1.0430 -1.6400 0.1765
9 H -1.5243 0.8776 1.2391
10 H 0.4946 0.1042 -1.8083
11 H 2.6999 0.8477 0.8591
12 H -1.6665 -0.7357 -1.7334
13 H 0.7743 0.1568 1.1999
14 N 0.0490 0.2450 -0.9071
15 N 0.1009 -2.2824 -0.0297
16 H 2.8337 0.8993 -0.8813

***

No. 4
ORCA calculation (wB97M-V/def2-TZVPD) on a cluster of 2 separate species, C8H12S in total.

spin multiplicity = 1
Kohn-Sham gap = 0.344 Ha
SMILES = c1ccccc1.CSC

Atoms and positions in Å:
1 H -2.8234 -0.9759 -2.8396
2 C 2.6683 0.9231 0.8636
3 H 2.6716 -0.6141 2.3874
4 C 1.9124 1.8822 0.1884
5 H -0.5593 -2.3436 -2.4431
6 H 2.3778 2.4979 -0.5926
7 C 0.5652 2.0589 0.5058
8 S -2.3315 -2.1818 -0.7865
9 H -0.0915 -2.9993 -0.8430
10 C -0.0262 1.2765 1.4983
11 C 0.7296 0.3174 2.1735
12 H -0.1187 -1.2284 -1.1121
13 H -1.0864 1.4155 1.7481
14 H 0.2642 -0.2983 2.9545
15 H -3.9953 -0.6413 -1.5266
16 C 2.0769 0.1407 1.8561
17 H 3.7284 0.7840 0.6139
18 C -0.6229 -2.1790 -1.3543
19 H -0.0296 2.8136 -0.0255
20 H -2.3829 0.1392 -1.5086
21 C -2.9267 -0.7875 -1.7578

***

No. 5
ORCA calculation (wB97M-V/def2-TZVPD) on a structure of composition C42H50I2IrN7O6Si2Te.

spin multiplicity = 6
charge = +1
Kohn-Sham gap (spin up / spin down) = 0.223 / 0.210 Ha

Atoms and positions in Å:
1 H 0.3561 5.3944 3.5527
2 I -8.1587 -2.1805 -0.2446
3 H -7.1839 -0.2674 1.9171
4 H 4.6327 1.7777 -4.3931
5 H -0.9742 -4.9991 3.7516
6 N 1.2444 -0.6999 0.0164
7 H -6.0190 -2.7454 -2.0792
8 C 1.5754 1.6826 0.2078
9 H 1.7388 1.5581 5.0397
10 C 7.2220 -0.9635 -5.2988
11 Te -1.1928 2.6305 0.7951
12 H -2.2952 4.0045 -2.0562
13 Si -2.0657 5.6239 -0.1652
14 H 0.1859 4.6190 -0.2492
15 H 8.6262 -1.2402 -7.7013
16 N -1.0644 -3.0734 0.2261
17 C -5.1058 0.2195 1.6946
18 H -1.5942 7.7411 1.0301
19 Ir -0.9811 -0.6637 0.4120
20 H -1.4899 5.4856 -2.5755
21 C -0.9391 3.2016 5.6858
22 O 0.5332 1.7265 1.0861
23 H -1.7100 -1.5082 4.2105
24 O -0.3510 -3.3948 -1.9108
25 H -2.5140 8.0295 -0.4472
26 H -3.4696 5.4719 1.8912
27 C 3.6345 -0.9666 -1.3990
28 N -2.8144 -1.0086 -0.8087
29 C -3.5712 5.1540 0.8505
30 C 6.5194 -0.2947 -6.3039
31 H -0.1976 5.0175 1.4559
32 H 1.4564 -5.6508 3.5966
33 C -6.2944 -0.4370 1.3254
34 C 5.5812 0.6922 -5.9660
35 H -3.8924 -2.8746 -3.3605
36 C -6.3497 -1.2609 0.2358
37 C -1.3949 -5.1039 1.6561
38 C -2.2885 5.0920 -1.9431
39 H 1.1214 -4.2118 2.6474
40 C -0.9676 -5.9357 0.4641
41 N 5.8626 0.5892 -2.2994
42 H 1.6234 4.3903 2.8132
43 H 7.5363 -1.1436 -3.1872
44 H 7.5816 -1.5218 -9.1116
45 H -1.8652 -1.7684 -2.4529
46 C 1.9909 0.4099 -0.2858
47 H 1.2020 -2.7350 0.0835
48 H 1.3110 -5.7900 1.8529
49 C -1.2371 -3.6275 1.3955
50 C -3.8469 -4.8008 0.8280
51 H -0.2384 3.2717 6.5205
52 C 3.4832 2.7465 -0.7978
53 C -5.1277 -2.2399 -1.7322
54 C -3.9592 -2.3185 -2.4363
55 H 5.0599 1.1962 -6.7686
56 H -2.2681 3.4046 3.0115
57 C 0.9082 -5.2814 2.7312
58 C -5.1849 -1.4703 -0.5494
59 C -1.4621 2.6824 2.8493
60 C -0.5856 -5.5370 2.8876
61 H 0.4726 0.5699 4.2886
62 I -5.1234 1.5286 3.3087
63 C 7.6179 -1.5034 -8.0272
64 N -0.8178 -5.2475 -0.7234
65 O 6.6771 -0.5191 -7.6221
66 C 0.9801 4.5082 3.6877
67 N -1.4943 -0.8443 3.4647
68 C 6.9915 -0.6430 -3.9768
69 H -0.7816 7.7112 -0.5379
70 H 4.0763 3.6308 -0.9831
71 H -3.2368 5.4607 -2.3384
72 H -3.0251 -6.4450 1.9713
73 H 3.2641 -3.0703 -1.2149
74 H -4.4585 5.6474 0.4466
75 H -0.5219 -5.7863 -1.5272
76 H -0.7808 -6.5978 3.0422
77 C 1.0805 1.4687 4.1721
78 C 3.2056 0.3159 -1.0122
79 C -1.7010 7.4429 -0.0145
80 C 3.9730 1.5223 -1.2856
81 O -0.7935 -7.1254 0.5203
82 C 2.9385 -2.0675 -0.9802
83 H -1.6028 2.3557 5.8769
84 H 2.0296 3.7507 0.4009
85 O -2.8046 0.6417 1.2283
86 H 4.5245 -1.0782 -1.9951
87 H -3.1553 -4.9390 2.8685
88 C 1.7581 -1.8836 -0.2663
89 C -0.7316 -3.8735 -0.8662
90 C -3.9299 0.0391 0.9896
91 H -1.5420 4.1121 5.6801
92 H -4.8782 -5.0561 1.0697
93 C -1.2538 -1.3872 2.3694
94 H -3.7909 -3.7112 0.7667
95 C 6.0556 0.3446 -3.6257
96 C 2.3264 2.8126 -0.0462
97 Si -0.0187 2.9696 4.0750
98 C -2.9129 -5.3625 1.8923
99 C 5.3471 1.0080 -4.6537
100 O -1.3611 -2.9099 2.4589
101 H 1.6331 4.7086 4.5410
102 C -3.9904 -0.8453 -0.1380
103 H 7.9493 -1.7239 -5.5412
104 H -1.8837 1.6930 3.0556
105 C -0.5905 4.6282 0.5193
106 N 5.1481 1.6086 -1.9208
107 H -3.6341 -5.2084 -0.1624
108 H 7.3491 -2.4873 -7.6371
109 H 1.6996 1.3454 3.2837
110 H -3.8043 4.0823 0.8560
111 C -2.8103 -1.6888 -1.9359

***

No. 6
ORCA calculation (wB97M-V/def2-TZVPD) on a cluster of 8 separate species, C4H24N2O8 in total.

spin multiplicity = 2
charge = +1
Kohn-Sham gap (spin up / spin down) = 0.404 / 0.205 Ha

Atoms and positions in Å:
1 O -0.7276 0.9172 2.5796
2 H 2.4014 0.9581 1.5152
3 N -1.3808 -0.0171 0.6671
4 H 0.8484 3.2030 0.5052
5 H 2.2071 -0.9095 -0.7513
6 N 1.9257 0.4446 0.7644
7 H -2.3178 0.3380 0.7765
8 C -0.4489 0.2837 1.6017
9 H 3.8504 -1.1858 1.8220
10 H -2.7827 0.6161 -1.9139
11 O 0.7823 2.1974 -1.2049
12 O -0.9040 2.1013 -3.7219
13 H -0.1850 1.5312 -3.9912
14 O 0.2298 -2.3232 -1.5741
15 C 0.8964 -0.4302 1.3047
16 H 3.6154 0.1046 -0.5600
17 O -2.9273 -2.6746 -1.3301
18 H -3.1192 -2.2583 -0.4773
19 H 1.6475 2.6126 -1.1589
20 O -2.3851 -0.1686 -2.2974
21 H 1.2616 -0.9154 2.2160
22 H 0.6366 1.6803 -0.4184
23 H -3.0861 -1.8615 -1.8516
24 H -1.7688 -1.7972 2.5199
25 H 0.6863 -1.2316 0.6001
26 C 2.8416 -0.4182 -0.0135
27 H -0.6658 2.6855 -3.0186
28 H -1.1675 -0.4481 -0.2201
29 H 4.5443 -1.6357 0.3129
30 C 3.5893 -1.4919 0.8030
31 H -0.1551 3.7137 1.5863
32 O -0.9374 -2.1221 2.8732
33 H -2.2250 0.0645 -3.2175
34 H 3.0645 -2.4367 0.9357
35 H -1.0677 -2.0946 3.8273
36 H -0.2032 -1.7027 -2.1603
37 O 0.7530 3.7707 1.2770
38 H -0.3472 -3.0731 -1.4032

***

Quick rundown of ΔE to the lowest compared entry with this formula, charge and spin, same order as above: 227.9 80.4 437.5 0.9 144.4 57.8 kJ/mol
Quick rundown of DFT total energy, same order as above: -8899.335 -8814.774 -9207.088 -19325.639 -109162.395 -23889.101 eV